A:
Molecular formula: C8H24B2O28
Method: DFT, ωB97M-V/def2-TZVPD

## Properties
* HOMO: -5.68 eV
* orbital gap: 8.6912 eV
* net charge: -2
* E_LUMO: 3.014 eV

CARTESIAN COORDINATES (ANGSTROEM)
O: -5.872 -1.531 -3.152
C: -4.822 -2.012 -3.612
O: -4.337 -1.872 -4.849
B: -3.133 -2.713 -4.939
O: -2.855 -3.212 -3.560
C: -3.864 -2.913 -2.788
O: -3.981 -3.249 -1.585
O: -1.993 -1.876 -5.480
C: -1.325 -2.544 -6.433
O: -0.408 -2.150 -7.128
C: -2.059 -3.908 -6.610
O: -3.157 -3.919 -5.853
O: -1.619 -4.806 -7.347
O: -1.444 2.721 0.711
C: -0.508 1.856 0.852
O: -0.354 0.750 0.301
B: 0.879 0.045 0.774
O: 1.481 1.035 1.686
C: 0.718 2.112 1.755
O: 0.868 3.125 2.374
O: 0.635 -1.267 1.457
C: 1.538 -2.152 1.072
O: 1.857 -3.213 1.604
C: 2.165 -1.515 -0.233
O: 1.719 -0.297 -0.402
O: 3.040 -2.166 -0.833
O: -2.960 7.190 6.653
H: -2.504 6.631 6.024
H: -3.847 6.832 6.693
O: 8.604 -4.556 -4.641
H: 8.313 -4.702 -5.541
H: 7.817 -4.268 -4.178
O: 1.732 3.117 -4.219
H: 1.877 2.228 -3.896
H: 2.151 3.680 -3.568
O: 3.899 -1.115 6.526
H: 3.944 -2.061 6.391
H: 3.585 -0.768 5.691
O: -0.376 -10.704 -0.626
H: -1.235 -11.124 -0.589
H: -0.451 -9.950 -0.042
O: 2.078 -6.361 7.198
H: 2.158 -6.384 6.244
H: 2.977 -6.443 7.516
O: -7.861 4.776 -0.012
H: -7.773 4.347 -0.863
H: -6.965 4.837 0.320
O: -2.546 6.274 -5.360
H: -1.841 6.006 -4.770
H: -2.124 6.359 -6.215
O: 0.408 10.402 5.377
H: 0.837 9.721 5.894
H: -0.513 10.139 5.350
O: -4.822 -0.818 4.725
H: -5.682 -0.527 4.420
H: -4.409 -1.199 3.951
O: 2.387 10.179 1.050
H: 2.004 10.277 1.922
H: 1.736 10.556 0.458
O: 8.667 -5.947 1.664
H: 9.517 -5.536 1.508
H: 8.048 -5.419 1.161

Mulliken population analysis, charges in e, atoms 1 to 2: -0.632, 0.575

B:
Molecular formula: C8H24B2O28
Method: DFT, ωB97M-V/def2-TZVPD

## Properties
* HOMO: -5.56 eV
* orbital gap: 9.1716 eV
* net charge: -2
* E_LUMO: 3.611 eV

CARTESIAN COORDINATES (ANGSTROEM)
O: 3.419 1.977 -3.644
C: 2.240 2.037 -3.264
O: 1.169 2.173 -3.982
B: 0.017 2.454 -3.059
O: 0.645 2.389 -1.754
C: 1.878 2.056 -1.915
O: 2.632 1.642 -1.055
O: -1.184 1.616 -3.225
C: -2.211 2.276 -3.464
O: -3.289 1.908 -3.049
C: -1.790 3.636 -3.472
O: -0.546 3.785 -3.292
O: -2.517 4.643 -3.524
O: 2.654 -1.801 -2.556
C: 1.717 -1.637 -1.725
O: 0.778 -0.798 -1.969
B: -0.141 -0.924 -0.839
O: 0.460 -1.891 0.102
C: 1.503 -2.304 -0.490
O: 2.217 -3.244 -0.088
O: -0.362 0.415 -0.288
C: -1.592 0.533 -0.170
O: -2.112 1.361 0.608
C: -2.305 -0.540 -0.760
O: -1.494 -1.366 -1.215
O: -3.450 -0.862 -0.403
O: 0.214 2.787 0.973
H: 0.204 2.049 0.325
H: 0.951 3.363 0.778
O: -4.224 -2.132 1.794
H: -3.871 -1.543 1.127
H: -5.163 -2.118 1.573
O: -1.587 4.058 -0.511
H: -0.950 3.563 -0.016
H: -2.441 3.606 -0.370
O: 3.437 -2.936 2.242
H: 3.338 -2.727 1.330
H: 3.599 -2.075 2.675
O: -4.228 1.061 2.109
H: -3.928 1.367 1.288
H: -3.575 0.434 2.409
O: -2.152 3.135 2.595
H: -2.974 3.614 2.449
H: -2.008 2.601 1.791
O: 4.825 -1.505 -1.039
H: 5.031 -2.308 -0.594
H: 4.196 -1.681 -1.708
O: 0.783 -3.147 3.214
H: 0.033 -3.099 2.610
H: 1.562 -3.184 2.677
O: 2.149 -5.812 1.147
H: 3.084 -5.819 1.252
H: 2.011 -5.083 0.589
O: 0.657 0.867 2.777
H: -0.080 0.232 2.778
H: 0.531 1.544 2.040
O: 2.546 -0.210 1.102
H: 1.895 0.007 1.787
H: 2.584 0.418 0.372
O: -1.551 -3.272 1.853
H: -2.176 -2.610 1.993
H: -1.058 -2.978 1.081

Mulliken population analysis, charges in e, atoms 1 to 2: -0.680, 0.344

Which structure is the most stable? The one labeled A.

A:
Molecular formula: C2H8N3O
Method: DFT, ωB97M-V/def2-TZVPD

## Properties
* HOMO: -13.82 eV
* orbital gap: 9.6031 eV
* net charge: +1
* E_LUMO: -4.221 eV

CARTESIAN COORDINATES (ANGSTROEM)
C: 0.013 -0.207 -1.194
C: 0.316 0.268 2.172
N: 0.363 -0.155 -2.513
N: 0.189 0.901 -0.436
N: -0.461 -1.238 -0.488
O: -0.029 1.149 3.074
H: 0.969 -0.507 2.601
H: -0.593 -1.041 0.526
H: 0.750 0.792 -2.656
H: 0.208 -0.824 -3.212
H: 0.359 1.696 -0.944
H: 0.063 0.797 0.617
H: -0.926 -2.105 -0.762
H: 0.080 1.066 4.014

Mulliken population analysis, charges in e, atoms 1 to 2: 0.729, -0.476

B:
Molecular formula: C2H8N3O
Method: DFT, ωB97M-V/def2-TZVPD

## Properties
* HOMO: -14.13 eV
* orbital gap: 10.8033 eV
* net charge: +1
* E_LUMO: -3.327 eV

CARTESIAN COORDINATES (ANGSTROEM)
C: 1.160 -0.856 0.122
C: -0.114 0.667 0.039
N: -1.788 -1.024 -0.079
N: -1.346 0.363 -0.162
N: 0.485 1.782 0.083
O: 2.405 -0.453 -0.188
H: 0.873 -1.375 1.071
H: 0.617 -1.302 -0.729
H: 2.745 -0.999 -0.837
H: -2.784 -0.920 -0.010
H: -2.142 1.074 -0.347
H: -1.479 -1.524 0.763
H: 1.364 2.021 0.584
H: 0.006 2.546 -0.311

Mulliken population analysis, charges in e, atoms 1 to 2: -0.474, 0.396

Which structure is the most stable? The one labeled A.

A:
Molecular formula: C6H14N5
Method: DFT, ωB97M-V/def2-TZVPD

## Properties
* HOMO: -11.67 eV
* orbital gap: 8.8034 eV
* net charge: +1
* E_LUMO: -2.866 eV

CARTESIAN COORDINATES (ANGSTROEM)
C: 1.801 -1.282 2.106
C: -0.382 -2.374 1.745
C: 0.441 -1.303 1.528
C: -1.601 -0.541 1.118
N: -1.691 -1.973 1.405
N: -0.265 -0.235 1.119
H: -0.078 -3.361 1.665
H: -2.651 -2.272 1.362
H: 2.377 -0.364 1.943
H: 2.440 -2.183 2.136
H: -2.657 -0.007 0.916
H: 1.681 -0.753 3.053
C: 0.677 2.911 -0.791
C: -0.266 0.707 -1.793
N: -0.383 2.003 -1.457
N: 0.840 -0.019 -1.502
N: -0.986 0.177 -2.795
H: -1.210 2.313 -1.649
H: 1.381 0.233 -0.577
H: 0.741 -1.068 -1.633
H: -1.708 0.759 -3.129
H: -0.939 -0.915 -2.768
H: 0.901 2.538 0.240
H: 0.062 3.919 -0.662
H: 1.475 3.089 -1.581

Mulliken population analysis, charges in e, atoms 1 to 2: -1.201, -0.394

B:
Molecular formula: C6H14N5
Method: DFT, ωB97M-V/def2-TZVPD

## Properties
* HOMO: -13.32 eV
* orbital gap: 10.0883 eV
* SMILES: CC1=NC(=[NH2+])N(N)C(C)(C)N1
* net charge: +1
* E_LUMO: -3.228 eV

CARTESIAN COORDINATES (ANGSTROEM)
C: 1.912 -0.140 0.015
C: 0.567 1.737 0.148
C: -0.560 -0.461 -0.030
C: 3.228 -0.639 0.244
C: -1.433 -0.894 -1.307
C: -1.019 -0.786 1.322
N: 1.749 1.164 0.219
N: -0.530 1.063 -0.128
N: 0.812 -0.817 -0.212
N: 0.561 3.051 0.093
N: -1.745 1.776 -0.137
H: 3.711 -1.294 -0.591
H: 3.202 -1.340 1.066
H: 3.903 0.275 0.648
H: -1.228 -0.176 -2.143
H: -2.554 -0.871 -1.188
H: -1.211 -1.935 -1.776
H: -0.439 -0.442 2.101
H: -0.979 -1.938 1.387
H: -2.116 -0.385 1.436
H: 0.859 -1.798 -0.381
H: 1.433 3.562 0.104
H: -0.345 3.476 0.033
H: -1.975 1.767 0.842
H: -2.322 1.253 -0.761

Mulliken population analysis, charges in e, atoms 1 to 2: 0.615, 0.906

Which structure is the most stable? The one labeled B.

A:
Molecular formula: C5H24N2O6
Method: DFT, ωB97M-V/def2-TZVPD

## Properties
* HOMO: -8.08 eV
* orbital gap: 8.3435 eV
* SMILES: C[C@H](N)C/C=C/N.O.O.O.O.O.O
* net charge: 0
* E_LUMO: 0.263 eV

CARTESIAN COORDINATES (ANGSTROEM)
C: 3.289 0.515 2.353
C: 1.778 0.357 2.577
C: 1.190 0.027 1.218
C: -0.210 0.617 1.129
C: -0.524 1.916 1.181
N: -1.832 2.400 1.104
N: 1.494 -0.916 3.407
H: 3.799 1.376 2.865
H: 3.666 0.639 1.306
H: 4.005 -0.234 2.658
H: 1.502 1.276 3.135
H: 1.728 0.459 0.344
H: 1.358 -1.050 0.902
H: -0.994 -0.033 0.861
H: 0.212 2.628 1.474
H: -2.680 1.783 1.373
H: -2.149 3.173 0.519
H: 2.014 -0.802 4.270
H: 2.135 -1.703 2.952
H: -0.166 1.371 -1.494
H: -0.477 2.434 -2.683
O: -0.479 2.325 -1.673
H: -2.944 1.032 -0.959
H: -2.278 1.822 -2.093
O: -2.984 1.137 -1.939
H: -1.801 -3.756 1.091
H: -1.558 -2.355 0.814
O: -2.221 -2.992 0.583
H: -0.491 -0.813 -1.795
H: 0.582 -0.570 -2.828
O: -0.104 -0.191 -2.371
H: -1.979 -2.696 -1.456
H: -1.533 -3.599 -2.583
O: -1.248 -2.895 -2.037
H: 2.726 -1.907 -3.093
H: 2.391 -0.436 -2.458
O: 2.300 -1.012 -3.235

Mulliken population analysis, charges in e, atoms 1 to 2: -1.321, 0.634

B:
Molecular formula: C5H24N2O6
Method: DFT, ωB97M-V/def2-TZVPD

## Properties
* HOMO: -9.12 eV
* orbital gap: 9.7673 eV
* SMILES: CNCCNCCO.O.O.O.O.O
* net charge: 0
* E_LUMO: 0.650 eV

CARTESIAN COORDINATES (ANGSTROEM)
C: 0.217 -0.268 1.077
N: 0.214 0.993 0.291
C: 1.237 0.989 -0.817
C: 0.560 1.299 -2.175
O: 0.041 2.597 -2.205
C: -1.106 -0.384 1.882
N: -2.061 -1.249 1.113
C: -3.305 -0.518 0.725
H: 0.359 -1.179 0.384
H: 1.051 -0.334 1.757
H: 0.445 1.818 0.905
H: 1.758 0.032 -0.884
H: 2.016 1.786 -0.633
H: 1.277 1.289 -2.942
H: -0.257 0.588 -2.380
H: -0.769 2.648 -1.659
H: -0.886 -0.775 2.891
H: -1.586 0.655 2.047
H: -2.300 -2.065 1.669
H: -3.087 0.242 0.009
H: -4.006 -1.244 0.334
H: -3.774 -0.006 1.577
H: -0.902 -0.682 -1.447
H: -1.433 -1.785 -0.632
O: -0.925 -1.630 -1.478
H: 0.591 -2.185 -1.210
H: 1.763 -2.941 -1.963
O: 1.551 -2.520 -1.126
H: 2.992 0.288 1.189
H: 3.353 1.118 2.405
O: 2.846 1.142 1.636
H: -2.167 2.935 -0.060
H: -1.527 1.582 -0.262
O: -2.153 2.261 -0.685
H: 4.141 -1.494 0.131
H: 2.574 -1.726 -0.004
O: 3.256 -1.278 0.540

Mulliken population analysis, charges in e, atoms 1 to 2: 0.144, -0.094

Which structure is the most stable? The one labeled B.

A:
Molecular formula: C5H7FO2
Method: DFT, ωB97M-V/def2-TZVPD

## Properties
* HOMO (spin up / spin down): -8.32 / -8.31 eV
* orbital gap (spin up / spin down): 8.1724 / 8.1698 eV
* net charge: 0
* E_LUMO (spin up / spin down): -0.143 / -0.144 eV

CARTESIAN COORDINATES (ANGSTROEM)
C: 2.036 -0.461 0.026
C: 0.927 0.156 0.317
C: -0.122 1.656 -1.945
C: -1.606 0.330 0.354
C: -0.370 -0.055 -0.358
O: 0.645 1.655 -2.833
O: -0.539 -1.134 -1.135
F: -1.017 2.647 -1.562
H: 2.792 -0.355 0.791
H: 2.169 -1.162 -0.767
H: 1.049 0.747 1.248
H: -1.307 0.792 1.232
H: -2.297 0.943 -0.156
H: -2.064 -0.511 0.664
H: 0.144 -1.279 -1.837

Mulliken population analysis, charges in e, atoms 1 to 2: -0.865, -0.183

B:
Molecular formula: C5H7FO2
Method: DFT, ωB97M-V/def2-TZVPD

## Properties
* HOMO: -9.08 eV
* orbital gap: 9.7500 eV
* SMILES: C[C@@H](C=O)O/C=C\F
* net charge: 0
* E_LUMO: 0.671 eV

CARTESIAN COORDINATES (ANGSTROEM)
C: 1.463 1.483 0.199
C: 0.806 0.266 -0.323
C: -1.316 -0.643 -0.545
C: -2.602 -0.696 -0.114
C: 1.171 -0.927 0.566
H: 1.389 1.482 1.277
H: 0.660 2.280 -0.152
H: 2.471 1.690 -0.102
H: 1.213 0.007 -1.376
H: -0.959 -1.477 -1.239
H: -3.377 -1.410 -0.299
H: 0.498 -1.217 1.418
O: -0.572 0.475 -0.331
O: 2.196 -1.531 0.275
F: -3.039 0.217 0.744

Mulliken population analysis, charges in e, atoms 1 to 2: -1.266, 0.480

Which structure is the most stable? The one labeled B.

A:
Molecular formula: C5H16N2O2
Method: DFT, ωB97M-V/def2-TZVPD

## Properties
* HOMO: -9.03 eV
* orbital gap: 9.7747 eV
* SMILES: NC[C@@H](N)O.CCCO
* net charge: 0
* E_LUMO: 0.741 eV

CARTESIAN COORDINATES (ANGSTROEM)
C: 2.430 -0.402 0.201
C: 1.913 1.009 -0.164
N: 1.623 -0.968 1.257
N: 0.664 0.971 -0.941
O: 2.551 -1.225 -0.940
H: 1.660 -1.512 -1.207
H: 3.450 -0.273 0.581
H: 2.070 -1.800 1.625
H: 0.720 -1.251 0.883
H: -0.172 1.292 -0.372
H: 0.752 1.484 -1.811
H: 2.700 1.530 -0.719
H: 1.734 1.539 0.771
C: -1.620 -1.182 -0.512
C: -1.743 -0.012 0.747
C: -2.593 1.210 0.416
O: -0.408 -1.343 -1.097
H: 0.132 -0.301 -1.204
H: -1.929 -2.126 -0.050
H: -2.394 -0.848 -1.217
H: -0.819 0.242 1.272
H: -2.273 -0.595 1.503
H: -2.898 1.728 1.320
H: -2.051 1.913 -0.216
H: -3.498 0.920 -0.123

Mulliken population analysis, charges in e, atoms 1 to 2: -0.177, -0.611

B:
Molecular formula: C5H16N2O2
Method: DFT, ωB97M-V/def2-TZVPD

## Properties
* HOMO: -8.87 eV
* orbital gap: 9.3885 eV
* SMILES: NC[C@@H]1CCCN1.O.O
* net charge: 0
* E_LUMO: 0.520 eV

CARTESIAN COORDINATES (ANGSTROEM)
N: 0.863 0.395 -0.390
C: 0.636 1.694 -0.984
C: -0.874 1.775 -1.173
C: -1.431 0.916 -0.028
C: -0.244 0.146 0.562
C: -0.526 -1.378 0.490
N: -1.589 -1.720 1.477
H: 1.803 0.250 -0.065
H: 1.026 2.521 -0.367
H: 1.170 1.842 -1.928
H: -1.103 1.301 -2.129
H: -1.197 2.811 -1.235
H: -1.883 1.569 0.718
H: -2.183 0.222 -0.396
H: 0.002 0.325 1.605
H: -0.989 -1.425 -0.493
H: 0.284 -2.084 0.653
H: -1.200 -2.370 2.149
H: -2.315 -2.261 1.022
H: 1.230 -1.602 -1.435
H: 1.091 -1.824 -2.971
O: 0.940 -2.228 -2.114
H: 2.651 0.546 1.785
H: 1.733 -0.153 2.686
O: 2.105 0.732 2.562

Mulliken population analysis, charges in e, atoms 1 to 2: -0.259, -0.834

Which structure is the most stable? The one labeled B.

A:
Molecular formula: C3H4ClNO2
Method: DFT, ωB97M-V/def2-TZVPD

## Properties
* HOMO: -8.56 eV
* orbital gap: 8.9527 eV
* SMILES: N=C=CO.O=CCl
* net charge: 0
* E_LUMO: 0.395 eV

CARTESIAN COORDINATES (ANGSTROEM)
C: -0.603 1.126 0.201
C: -1.168 -0.050 0.170
C: 1.601 -1.001 -0.048
N: -0.150 2.234 0.387
O: -2.031 -0.493 -0.818
O: 1.753 -1.336 1.075
Cl: 2.390 0.408 -0.721
H: -0.970 -0.719 0.997
H: 1.035 -1.511 -0.831
H: -2.618 -1.152 -0.432
H: 0.758 2.494 0.020

Mulliken population analysis, charges in e, atoms 1 to 2: 0.475, -0.460

B:
Molecular formula: C3H4ClNO2
Method: DFT, ωB97M-V/def2-TZVPD

## Properties
* HOMO: -10.32 eV
* orbital gap: 10.0032 eV
* SMILES: C/C(C=O)=N\OCl
* net charge: 0
* E_LUMO: -0.320 eV

CARTESIAN COORDINATES (ANGSTROEM)
C: 1.767 -0.107 -0.156
C: 0.307 -0.160 -0.134
C: -0.341 0.679 0.961
N: -0.308 -0.876 -0.960
O: 2.537 -1.041 -0.182
O: -1.856 -0.856 -0.797
Cl: -2.648 -1.194 -2.232
H: 2.183 0.999 0.026
H: -1.260 1.079 0.613
H: 0.401 1.412 1.188
H: -0.783 0.065 1.673

Mulliken population analysis, charges in e, atoms 1 to 2: -0.193, 0.956

Which structure is the most stable? The one labeled A.

A:
Molecular formula: CH8N2O2
Method: DFT, ωB97M-V/def2-TZVPD

## Properties
* HOMO: -9.05 eV
* orbital gap: 9.9385 eV
* SMILES: ONO.CN
* net charge: 0
* E_LUMO: 0.886 eV

CARTESIAN COORDINATES (ANGSTROEM)
C: -0.312 1.627 1.216
N: 0.226 0.280 1.077
H: 1.125 0.212 1.544
H: -0.400 -0.393 1.511
H: -1.277 1.668 0.713
H: 0.365 2.323 0.723
H: -0.446 1.947 2.256
N: -0.029 -0.711 -1.662
O: 1.245 -1.221 -1.936
O: -0.898 -1.788 -1.335
H: -1.242 -2.110 -2.180
H: 1.616 -1.654 -1.150
H: 0.027 -0.179 -0.776

Mulliken population analysis, charges in e, atoms 1 to 2: -0.822, -0.577

B:
Molecular formula: CH8N2O2
Method: DFT, ωB97M-V/def2-TZVPD

## Properties
* HOMO: -9.36 eV
* orbital gap: 10.4315 eV
* SMILES: [H]/N=C/N.O.O
* net charge: 0
* E_LUMO: 1.069 eV

CARTESIAN COORDINATES (ANGSTROEM)
N: -2.769 1.147 -0.403
C: -2.343 2.430 -0.231
N: -1.284 2.950 -0.697
H: -2.198 0.318 -0.391
H: -3.710 0.919 -0.685
H: -3.039 3.014 0.388
H: -1.188 3.804 -0.138
H: 1.955 -2.129 6.157
H: 2.709 -1.842 4.808
O: 2.203 -2.492 5.303
H: 3.184 -1.961 -4.488
H: 3.577 -3.279 -5.091
O: 2.903 -2.879 -4.534

Mulliken population analysis, charges in e, atoms 1 to 2: -0.418, 0.102

Which structure is the most stable? The one labeled B.